# 1
Density functional theory data (ωB97M-V with the def2-TZVPD basis set) for a molecular structure, C37H48BrGeMoN2O at a distorted geometry.

As for the net charge: +1. The calculation puts the energy above the lowest of the compared OMol25 structures with the same formula, charge and spin at 16.7 kJ/mol. Its multiplicity is 3.

Positions of all 91 atoms, in Å:
Mo: 0.15640 1.68720 -0.11257
C: -6.27941 -1.87353 2.83399
C: -5.70627 -0.70523 3.63375
C: -5.43189 -1.18371 5.06466
C: -6.74711 0.42144 3.66865
C: -4.41120 -0.17380 3.01841
C: -3.85603 -0.70716 1.86860
C: -2.68216 -0.16106 1.37484
Br: -1.91410 -0.93865 -0.17466
C: -2.04799 0.91361 1.97242
O: -0.90619 1.41366 1.41601
C: -2.55446 1.44548 3.16326
C: -3.73626 0.88400 3.63391
C: -1.82188 2.54889 3.94101
C: -2.57352 2.93901 5.21461
C: -0.43534 2.03745 4.36070
C: -1.67394 3.80965 3.08126
H: -7.20546 -2.20928 3.30314
H: -5.59529 -2.72546 2.80971
H: -6.51531 -1.58908 1.80573
H: -6.35248 -1.56275 5.51363
H: -5.06219 -0.37630 5.69918
H: -4.69213 -1.98724 5.07436
H: -7.68406 0.05177 4.09073
H: -6.95031 0.79801 2.66381
H: -6.41220 1.25912 4.28329
H: -4.30614 -1.54371 1.35457
H: -4.15572 1.28014 4.54716
H: -2.69717 2.09423 5.89514
H: -3.55851 3.35948 4.99937
H: -1.99764 3.70264 5.74010
H: -0.53083 1.16901 5.01711
H: 0.09821 2.81853 4.90926
H: 0.16363 1.74132 3.50206
H: -2.64900 4.16489 2.73692
H: -1.04832 3.63627 2.20828
H: -1.21435 4.60670 3.67259
C: 0.54201 1.04971 -1.84257
Ge: 1.75273 2.58394 -2.09823
C: 3.51570 2.21653 -1.41200
C: 4.44925 1.64362 -2.28215
C: 5.71553 1.29384 -1.83172
C: 6.06976 1.52136 -0.50792
C: 5.15438 2.08741 0.36699
C: 3.88204 2.42554 -0.08065
C: 0.68973 3.76237 -0.80197
C: 1.27019 4.77112 -0.00040
C: 0.48761 5.75886 0.55877
C: -0.89651 5.77225 0.35728
C: -1.48648 4.81487 -0.43718
C: -0.70576 3.82160 -1.04204
C: 1.75653 3.54851 -3.73895
C: 2.46590 4.74865 -3.78648
C: 2.50431 5.48148 -4.96437
C: 1.83911 5.01756 -6.09310
C: 1.13628 3.82228 -6.05203
C: 1.09399 3.08462 -4.87429
H: 0.35985 0.29481 -2.60015
H: 4.20288 1.47979 -3.32607
H: 6.42978 0.85343 -2.51551
H: 7.06101 1.26072 -0.16022
H: 5.43098 2.27065 1.39797
H: 3.18015 2.85414 0.62564
H: 2.33971 4.78630 0.16275
H: 0.95078 6.53338 1.15635
H: -1.49975 6.54970 0.80767
H: -2.54958 4.84821 -0.63609
H: -1.16305 3.24146 -1.83729
H: 2.99501 5.11532 -2.91337
H: 3.05430 6.41284 -5.00351
H: 1.87269 5.59043 -7.01089
H: 0.62342 3.46243 -6.93461
H: 0.54299 2.15202 -4.84908
C: 2.44275 -0.97560 4.15737
C: 2.47383 -1.09426 2.63943
C: 1.87142 -2.42626 2.20836
C: 3.90628 -0.94881 2.12696
N: 1.58837 -0.00424 2.15834
N: 1.41547 0.02230 0.73503
H: 3.04878 -1.76084 4.61034
H: 1.41981 -1.05930 4.52558
H: 2.84740 -0.01375 4.48600
H: 2.36920 -3.24094 2.73506
H: 1.99712 -2.61752 1.13949
H: 0.80751 -2.46697 2.45362
H: 4.53793 -1.74690 2.52156
H: 4.33547 0.00433 2.44470
H: 3.96941 -1.00435 1.03558
H: 1.98982 0.89707 2.40286
H: 0.88516 -0.81215 0.48639
H: 2.30229 -0.01206 0.22615

Here are the Löwdin charges for atoms 1 to 4, given in e: atom 1 (Mo): 1.393, atom 2 (C): -0.065, atom 3 (C): -0.559, atom 4 (C): -0.042

=====

# 2
Density functional theory data (ωB97M-V with the def2-TZVPD basis set) for a molecular structure, C37H48Cl2NOsP2Te at a distorted geometry.

The calculation puts the total energy at -93995.5950 eV. As for the net charge: +3. Its multiplicity is 5.

Positions of all 92 atoms, in Å:
Os: 0.56189 0.23978 -0.08201
C: -2.19201 2.38100 2.43880
C: -0.70644 2.74392 2.42256
C: 0.06818 2.05434 3.54261
P: 0.03389 2.50145 0.72968
C: -0.55592 3.95914 -0.28379
C: -1.70416 3.57691 -1.21184
C: -0.94328 5.17445 0.56144
C: 1.81700 2.80424 0.97282
C: 2.45351 4.02266 0.81155
C: 3.82591 4.12781 1.00893
C: 4.57421 2.99727 1.32417
C: 3.96127 1.76871 1.47239
C: 2.56827 1.65710 1.32888
N: 1.88108 0.44939 1.44270
C: 2.31798 -0.56978 2.25559
C: 3.15871 -0.36338 3.36821
C: 3.63790 -1.43873 4.08585
C: 3.31358 -2.73785 3.70726
C: 2.42564 -2.95347 2.65645
C: 1.88194 -1.88412 1.96455
P: 0.57559 -2.04302 0.71251
C: 0.96180 -3.57239 -0.25266
C: 2.20931 -3.35815 -1.10582
C: -0.23265 -4.04084 -1.07609
C: -0.96337 -2.41475 1.68320
C: -0.86583 -3.71590 2.47457
C: -1.23070 -1.22341 2.60343
H: -2.61283 2.65623 3.40635
H: -2.75855 2.90934 1.67078
H: -2.35001 1.31113 2.31038
H: -0.60956 3.82084 2.57102
H: -0.02041 0.96927 3.49829
H: 1.12327 2.32799 3.53697
H: -0.35009 2.38138 4.49503
H: 0.30931 4.22635 -0.89553
H: -2.56658 3.20980 -0.65643
H: -2.02440 4.45132 -1.77878
H: -1.39967 2.81697 -1.92787
H: -1.86580 5.00537 1.11605
H: -0.16047 5.48588 1.25271
H: -1.12792 6.00817 -0.11695
H: 1.88854 4.90463 0.54116
H: 4.31542 5.08675 0.90350
H: 5.64560 3.07384 1.45392
H: 4.55236 0.88320 1.66057
H: 3.40262 0.64227 3.68145
H: 4.27866 -1.26592 4.93982
H: 3.72002 -3.57898 4.25230
H: 2.15953 -3.96812 2.39307
H: 1.18255 -4.32117 0.51341
H: 2.03861 -2.58612 -1.85837
H: 3.07089 -3.07062 -0.49904
H: 2.47043 -4.27915 -1.62674
H: -0.41478 -3.37490 -1.91639
H: -0.03045 -5.03415 -1.47706
H: -1.14639 -4.10909 -0.48517
H: -1.77148 -2.49500 0.95055
H: -0.03220 -3.69398 3.17493
H: -1.77801 -3.83890 3.05971
H: -0.77682 -4.58974 1.82935
H: -0.51591 -1.20902 3.42840
H: -1.14212 -0.28385 2.04578
H: -2.23115 -1.28198 3.03153
Cl: 2.92312 0.00979 -1.66169
C: 3.39243 1.49022 -2.55253
Cl: 2.09352 2.68680 -2.59649
H: 3.63738 1.21244 -3.57151
H: 4.25012 1.92709 -2.05312
Te: -0.76513 -0.04920 -2.33459
C: -0.95376 -1.77814 -3.56172
C: 0.11090 -2.14755 -4.38017
C: -0.04087 -3.22300 -5.23869
C: -1.25052 -3.90574 -5.29235
C: -2.29832 -3.53733 -4.45562
C: -2.16474 -2.46508 -3.58954
C: -2.84148 0.28905 -2.17674
C: -3.54823 0.53236 -3.35191
C: -4.90704 0.79101 -3.27834
C: -5.54549 0.80839 -2.04356
C: -4.82627 0.56758 -0.87807
C: -3.46435 0.32087 -0.93463
H: 1.04788 -1.60336 -4.35691
H: 0.78071 -3.51799 -5.87725
H: -1.38387 -4.71464 -5.99780
H: -3.22972 -4.08703 -4.48051
H: -2.98459 -2.19689 -2.93869
H: -3.04538 0.52644 -4.31170
H: -5.46235 0.98968 -4.18490
H: -6.60464 1.01991 -1.98744
H: -5.32973 0.57800 0.07982
H: -2.89510 0.14392 -0.02798

Here are the Löwdin charges for atoms 1 to 4, given in e: atom 1 (Os): 0.697, atom 2 (C): -0.080, atom 3 (C): -0.493, atom 4 (C): -0.076

=====

# 3
Density functional theory data (ωB97M-V with the def2-TZVPD basis set) for 4 unconnected molecules or ions with the total composition C37H48FNO15 at a distorted geometry.

The SMILES is CCCc1c2c(c(N(C)C(C)=O)c(CC(=O)OC(C)=O)c1[C@@H](C)CCC)C(=O)C=C(F)C2=O.C[C@@H]1COC(=O)O1.C[C@@H]1COC(=O)O1.C[C@@H]1COC(=O)O1. The calculation puts the total energy at -74046.6389 eV.

Positions of all 102 atoms, in Å:
C: -1.68462 -5.18934 3.27103
C: -1.92792 -3.58681 3.68315
C: -1.53155 -2.54521 2.47582
C: -0.98921 -1.09205 3.10130
C: 0.60598 -1.03472 3.48336
C: 1.22258 0.35820 4.12511
C: 0.27102 1.70325 4.38320
N: 0.97645 2.91093 4.95957
C: 0.79139 4.15826 4.12407
C: 0.67125 3.13013 6.42489
C: -0.36780 2.25969 7.34939
O: 1.36065 4.12395 7.04924
C: -1.31839 1.58569 3.99888
C: -2.34552 2.85340 4.26508
C: -2.77667 3.46404 2.76999
O: -4.07527 3.60600 2.38766
O: -1.77070 3.86013 1.76075
C: -1.81793 2.99041 0.57493
C: -0.49958 2.02639 0.23579
O: -2.82362 2.92070 -0.31158
C: -2.00605 0.21630 3.32854
C: -3.60629 0.12010 2.89910
C: -3.65141 0.04127 1.22904
C: -4.40864 -1.12820 3.61139
C: -6.00374 -0.77554 3.95118
C: -6.14331 0.43375 5.09772
C: 2.82579 0.41560 4.47630
O: 3.39744 1.08275 5.48173
C: 3.82813 -0.49435 3.50548
C: 3.25345 -1.77496 2.92704
F: 4.17127 -2.58965 2.04948
C: 1.69069 -2.26894 3.26096
O: 1.41316 -3.57058 3.36822
H: -1.79958 -5.79108 4.29398
H: -2.61670 -5.45815 2.57534
H: -0.65757 -5.37246 2.74131
H: -1.25051 -3.28324 4.61570
H: -3.04829 -3.52772 4.03063
H: -2.42372 -2.41405 1.72892
H: -0.61706 -2.97300 1.83913
H: -0.11974 4.83013 4.49940
H: 0.67422 3.89814 2.97486
H: 1.75645 4.83200 4.31068
H: 0.04342 2.32353 8.46822
H: -1.42779 2.76144 7.35138
H: -0.39026 1.10253 7.09948
H: -1.90105 3.66499 4.98123
H: -3.36981 2.48231 4.74498
H: 0.44065 2.69852 0.42387
H: -0.52700 1.69186 -0.90850
H: -0.54438 1.04789 0.87649
H: -4.21750 1.09957 3.16732
H: -2.55612 0.08629 0.76476
H: -4.37688 0.84722 0.78276
H: -4.08259 -1.01884 0.90116
H: -4.44629 -2.05930 2.88708
H: -3.91602 -1.46475 4.61809
H: -6.61088 -0.45850 2.99136
H: -6.56032 -1.70934 4.43844
H: -5.92312 1.49736 4.66110
H: -7.25511 0.37181 5.52270
H: -5.39368 0.14894 5.95959
H: 4.93552 -0.13825 3.30927
C: -0.49808 4.58475 -3.19765
C: 0.84811 3.89041 -3.17057
C: 1.84149 4.47037 -4.13181
O: 2.68406 3.36504 -4.40600
C: 1.92175 2.24458 -4.22604
O: 2.25619 1.12144 -4.56112
O: 0.73326 2.55123 -3.62407
H: -1.19810 4.08169 -2.52202
H: -0.41022 5.63240 -2.89521
H: -0.94533 4.54168 -4.19691
H: 1.24230 3.86899 -2.14771
H: 2.41354 5.29335 -3.69390
H: 1.39457 4.80751 -5.07376
C: 3.04490 0.11021 -7.41542
C: 2.99295 -1.18476 -8.19988
C: 3.26572 -1.01064 -9.66359
O: 2.56126 -2.09719 -10.23807
C: 1.53298 -2.38510 -9.38444
O: 0.60584 -3.13112 -9.64798
O: 1.68030 -1.72256 -8.19775
H: 2.77924 -0.06966 -6.36821
H: 4.04293 0.55666 -7.45244
H: 2.31898 0.83510 -7.80010
H: 3.66362 -1.92659 -7.75045
H: 4.33199 -1.07334 -9.89908
H: 2.86284 -0.07916 -10.07673
C: 1.78515 -4.75086 -4.41889
C: 3.03307 -4.34127 -5.17386
C: 4.29777 -4.88833 -4.58362
O: 5.26117 -3.92804 -4.97931
C: 4.59070 -2.74542 -5.12358
O: 5.12796 -1.66044 -5.26416
O: 3.23814 -2.94041 -5.08546
H: 0.90231 -4.27431 -4.85831
H: 1.64599 -5.83570 -4.44148
H: 1.82863 -4.42178 -3.37476
H: 2.93695 -4.60325 -6.23416
H: 4.55008 -5.87560 -4.98105
H: 4.28563 -4.93635 -3.48899

Here are the Löwdin charges for atoms 1 to 4, given in e: atom 1 (C): -0.132, atom 2 (C): -0.254, atom 3 (C): -0.165, atom 4 (C): -0.014